[1]
Below is 2 unconnected molecules or ions with the total composition C24H46BIO5 at a distorted geometry, with properties calculated with wB97M-V/def2-TZVPD.

Structure (XYZ):
```
77
C24H46BIO5, DFT wB97M-V/def2-TZVPD
C 1.47031 2.54398 3.31058
C 0.57866 1.59862 3.10133
C 0.73413 0.54338 1.92980
C 0.73721 1.42493 0.67427
C 0.75413 0.67924 -0.69255
C 2.17844 0.39998 -1.26721
C 2.77721 1.69094 -1.91559
C 3.85731 2.42943 -1.06002
C 4.98515 1.49661 -0.50255
C 4.75282 1.27324 1.02133
C 5.97970 0.63594 1.76406
O 6.69193 -0.28622 0.95690
C 5.93403 -1.44425 0.65696
O 1.91736 -0.16532 2.34320
C 1.49772 -0.65617 3.60299
O 2.19140 -0.79234 4.50891
O 0.13624 -0.92510 3.52064
C -0.29054 -0.59576 2.13312
B -1.85871 -0.24964 2.36208
C -2.53586 1.16675 2.12023
O -2.68296 -1.27649 2.85262
C -0.01897 -1.99049 1.40593
I -0.16952 -3.69961 2.77453
C -1.05050 -2.29028 0.26381
C -0.25215 -2.99364 -0.90151
H 2.31213 2.66950 2.62121
H 1.37990 3.15089 4.21804
H -0.25185 1.56592 3.81874
H -0.08083 2.16172 0.64441
H 1.66117 2.03552 0.70982
H 0.18828 -0.26802 -0.71662
H 0.25496 1.34496 -1.42583
H 2.02653 -0.31270 -2.10613
H 2.85740 -0.10269 -0.55938
H 1.98938 2.43599 -2.15022
H 3.23329 1.44814 -2.89652
H 4.33598 3.16619 -1.73914
H 3.37501 3.03112 -0.26752
H 5.00455 0.56265 -1.08717
H 5.94340 2.02631 -0.64592
H 4.43314 2.23189 1.46629
H 3.91284 0.56676 1.15167
H 6.60403 1.45009 2.16221
H 5.54300 0.04915 2.60431
H 5.48978 -1.38206 -0.35925
H 6.62819 -2.30491 0.63526
H 5.15192 -1.67885 1.40476
H -2.54656 1.75973 3.05665
H -3.58773 0.96085 1.82913
H -2.10249 1.76116 1.29922
H -3.20373 -1.56191 2.08041
H 1.00804 -2.05442 1.01686
H -1.77763 -3.04035 0.60912
H -1.49759 -1.38880 -0.19250
H -0.80102 -2.97601 -1.85717
H 0.09500 -3.99374 -0.59893
H 0.65799 -2.37812 -1.06972
C -3.15827 1.12984 -1.63618
C -4.50065 0.52962 -1.23408
C -4.56254 -0.98799 -1.40676
C -4.39316 -1.48901 -2.84211
C -5.40183 -0.93479 -3.84723
C -6.84426 -1.31421 -3.52948
H -2.94867 0.97769 -2.69649
H -3.15689 2.20605 -1.45054
H -2.34326 0.68641 -1.05670
H -5.30289 1.01234 -1.79841
H -4.68378 0.76395 -0.18137
H -5.51436 -1.34828 -1.00494
H -3.78305 -1.44782 -0.78781
H -4.46228 -2.58189 -2.83603
H -3.38269 -1.25570 -3.19276
H -5.15010 -1.32429 -4.83768
H -5.31476 0.15329 -3.91552
H -6.96239 -2.39944 -3.49150
H -7.51495 -0.93044 -4.30038
H -7.17029 -0.89906 -2.57402
```

For the molar mass, the calculation gives 552.34 g mol⁻¹. As for the total charge: 0. As for the SMILES: C=C[C@@]1(CCCCCCCCOC)OC(=O)O[C@]1(B(C)O)[C@@H](I)CC.CCCCCC. Its electronic energy is -1640.75702 Eh.

---

[2]
Below is a molecular structure, C24H46BN2O7P4Ti, with properties calculated with wB97M-V/def2-TZVPD.

Structure (XYZ):
```
85
C24H46BN2O7P4Ti, DFT wB97M-V/def2-TZVPD
Ti 0.88263 0.70993 0.33469
C 0.31894 -4.35318 1.98347
C 0.48647 -3.16773 1.03547
C 1.78952 -3.31836 0.23767
C -0.70190 -3.18770 0.06071
P 0.51797 -1.47832 1.85972
C -1.23087 -1.32448 2.49846
N -1.96729 -0.68671 1.42555
B -1.33577 0.12797 0.43821
N -2.37112 0.48893 -0.47798
C -2.17861 1.32205 -1.63904
P -0.33760 1.57190 -1.84984
C 0.08913 0.48182 -3.31747
C -0.66688 0.79558 -4.60685
C 1.59950 0.52465 -3.57833
C -0.24001 -0.93699 -2.84271
C -0.24829 3.40136 -2.24778
C -1.17066 3.86023 -3.37599
C -0.66719 4.11302 -0.94958
C 1.19851 3.78891 -2.56505
C -3.56533 -0.10771 -0.07873
C -4.83049 -0.08432 -0.63818
C -5.84214 -0.80519 -0.00863
C -5.59310 -1.52483 1.15616
C -4.32461 -1.54510 1.73186
C -3.31221 -0.83758 1.10794
C 1.51241 -1.46263 3.45190
C 1.12832 -2.51261 4.49754
C 3.00154 -1.60395 3.12414
C 1.24756 -0.07047 4.06269
H 0.14135 -5.24716 1.37866
H -0.53256 -4.23872 2.65554
H 1.20967 -4.53453 2.57790
H 1.71573 -4.19571 -0.41188
H 2.64860 -3.46516 0.89211
H 1.98748 -2.44237 -0.38348
H -0.65702 -4.11385 -0.51981
H -0.68056 -2.35354 -0.63285
H -1.66071 -3.17028 0.57975
H -1.23269 -0.71719 3.40317
H -1.65579 -2.29887 2.74530
H -2.65455 2.29497 -1.50273
H -2.61256 0.87160 -2.53502
H -0.28235 1.69670 -5.08120
H -1.74010 0.91445 -4.45139
H -0.52514 -0.02870 -5.31145
H 1.94158 1.50073 -3.91376
H 1.83271 -0.19477 -4.36873
H 2.16491 0.24631 -2.68909
H -1.29601 -1.07528 -2.59983
H 0.36319 -1.17065 -1.96318
H 0.02834 -1.65461 -3.62275
H -2.19682 3.51337 -3.24167
H -0.82135 3.53439 -4.35285
H -1.19165 4.95382 -3.38156
H -1.73501 4.00762 -0.75141
H -0.46439 5.18285 -1.05164
H -0.12408 3.74461 -0.08044
H 1.50963 3.42305 -3.54230
H 1.89581 3.40037 -1.81964
H 1.28193 4.87930 -2.58430
H -5.03360 0.48092 -1.53978
H -6.83916 -0.80221 -0.42929
H -6.39869 -2.07213 1.62776
H -4.14150 -2.09377 2.64773
H 1.49328 -3.50493 4.24451
H 0.04812 -2.56312 4.65480
H 1.59019 -2.22949 5.44728
H 3.23209 -2.57615 2.68678
H 3.57650 -1.51026 4.04914
H 3.34849 -0.83127 2.44893
H 0.35730 -0.07561 4.69195
H 1.12898 0.71026 3.31219
H 2.09475 0.22614 4.68199
O 3.27408 3.81543 1.17230
P 2.53861 2.61912 1.92903
O 2.62601 2.73585 3.37652
O 1.15814 2.45391 1.23271
O 3.27557 1.28011 1.40816
P 3.80427 0.60398 0.02721
O 3.78178 1.84710 -1.00523
O 5.13756 0.02889 0.17591
O 2.59261 -0.23013 -0.36422
H 2.83742 4.03012 0.34012
H 4.67120 2.21601 -1.08602
```

For the molar mass, the calculation gives 657.21 g mol⁻¹. As for the total charge: 0. Its electronic energy is -3818.48316 Eh. As for the multiplicity: 2.

---

[3]
Below is a molecular structure, C24H46Cl2F9K4N3O9P at a distorted geometry, with properties calculated with wB97M-V/def2-TZVPD.

Structure (XYZ):
```
98
C24H46Cl2F9K4N3O9P, DFT wB97M-V/def2-TZVPD
K -2.90177 2.91521 3.12308
K -2.97227 3.04826 -0.92978
K 1.04599 4.98285 0.62153
K -0.05814 0.98203 0.16821
C -0.03203 3.45215 -3.06992
O -1.04562 2.68840 -3.77488
O -0.21672 3.15007 -1.69241
C 1.36353 3.28402 -3.81144
F 2.34495 4.09126 -3.27740
F 1.74050 1.97157 -3.91190
F 1.19277 3.63825 -5.14852
C -1.82205 3.24046 -4.82329
C -2.48491 2.11320 -5.58823
H -1.62687 1.52110 -5.90647
H -3.33510 1.58154 -5.16090
H -2.99944 2.55819 -6.43989
H -1.21135 3.73168 -5.58081
H -2.64885 3.87431 -4.50274
H -0.35948 4.46685 -3.29636
C 0.78020 2.28492 3.49281
O -0.15357 2.06410 4.59535
O 0.08755 2.82071 2.38749
C 2.07379 3.07047 4.09162
F 2.89453 2.21931 4.61788
F 2.71317 3.81752 3.22463
F 1.79538 3.90959 5.11498
C -0.85172 0.86590 4.90639
C -1.75566 1.14173 6.14652
H -2.38717 0.26427 6.28571
H -1.07164 1.40800 6.95231
H -2.36423 2.03690 6.01836
H -0.26614 -0.02156 5.14641
H -1.54632 0.59018 4.11291
H 1.15542 1.29414 3.23655
C -4.06725 0.00792 1.03258
O -4.76012 0.75133 0.02529
O -2.88415 0.71830 1.15559
C -5.03657 0.04181 2.31219
F -5.54019 1.20887 2.58761
F -5.99435 -0.86749 2.31366
F -4.29389 -0.37158 3.33066
C -5.27373 -0.00281 -1.06588
C -5.61388 0.83197 -2.30382
H -4.63921 0.84281 -2.79168
H -6.32875 0.43162 -3.02271
H -5.97271 1.80775 -1.97640
H -6.18233 -0.51157 -0.74384
H -4.54330 -0.65639 -1.54277
H -3.84670 -0.97745 0.62207
Cl -1.80098 0.00938 -2.62999
C -1.51935 -1.66451 -3.04745
C -2.77425 -2.32945 -3.69156
Cl -3.02991 -1.96406 -5.39868
H -1.31322 -2.28987 -2.17881
H -0.61998 -1.62653 -3.66209
H -3.65027 -1.98766 -3.14031
H -2.61085 -3.40160 -3.58257
O 1.03869 -1.46470 -0.15854
P 1.20107 -2.76982 0.46656
N -0.13520 -3.37999 1.36552
C -1.32964 -3.84647 0.63358
C -0.36070 -2.50951 2.55945
N 2.60766 -2.72621 1.52753
C 3.74578 -1.82394 1.38072
C 2.83885 -3.84137 2.43234
N 1.52836 -4.08476 -0.66727
C 1.79549 -3.71950 -2.05803
C 1.79880 -5.47012 -0.30304
H -1.13035 -4.75730 0.06896
H -1.61295 -3.08685 -0.09499
H -2.20403 -4.15309 1.20762
H 0.59903 -2.07792 2.84364
H -0.78991 -3.08602 3.37891
H -1.06990 -1.69585 2.40754
H 4.63973 -2.08008 1.94937
H 4.05343 -1.88848 0.33703
H 3.52056 -0.76542 1.51077
H 3.48848 -4.43372 1.78800
H 3.35541 -3.54296 3.34460
H 1.97596 -4.42391 2.75512
H 1.70798 -2.64909 -2.24419
H 2.83061 -3.96771 -2.29256
H 1.02149 -4.16447 -2.68334
H 2.38931 -6.06422 -1.00050
H 0.87550 -5.91320 0.07020
H 2.39041 -5.53874 0.60987
O 3.21638 3.54656 0.15083
C 4.21784 2.83203 -0.06365
O 4.29481 1.43721 0.05052
C 5.57717 0.91836 -0.03455
C 6.45895 2.12718 -0.03746
C 5.59852 3.38253 -0.26285
H 5.53174 0.41359 -0.99956
H 5.72848 0.19442 0.76615
H 7.31207 2.02314 -0.70788
H 6.82704 2.17652 0.98732
H 5.71779 3.65075 -1.31257
H 5.96854 4.16478 0.39993
```

For the molar mass, the calculation gives 949.90 g mol⁻¹. As for the total charge: +1. Its electronic energy is -6343.71155 Eh.

---

[4]
Below is 3 unconnected molecules or ions with the total composition C24H46FN2O6S at a distorted geometry, with properties calculated with wB97M-V/def2-TZVPD.

Structure (XYZ):
```
80
C24H46FN2O6S, DFT wB97M-V/def2-TZVPD
F 2.64538 3.29234 -0.81589
C 1.77279 4.02331 -1.51985
C 0.38752 3.54201 -1.28378
C -0.53831 3.76807 -2.46500
C -1.29838 5.04348 -2.48428
N -0.47268 6.23793 -2.04924
C -1.30520 7.06636 -1.09956
C -2.24309 6.08466 -0.48194
S -1.59138 5.34379 1.02364
C -2.59242 5.21027 -1.66177
C -3.45171 4.03377 -1.49590
C -3.08402 2.98886 -0.81415
C -3.88047 1.98014 -0.73508
C -5.02564 2.00578 -1.32878
C -5.37484 3.07338 -1.97967
N -4.60802 4.11643 -2.08578
H 2.02025 3.94459 -2.55240
H 1.92274 5.04913 -1.21916
H -0.00971 3.95362 -0.38113
H 0.48949 2.49543 -1.15248
H 0.07479 3.76067 -3.33818
H -1.19808 2.95419 -2.58364
H -1.62643 5.21579 -3.47525
H 0.38780 6.00162 -1.55839
H -0.20906 6.72227 -2.89494
H -1.92563 7.63118 -1.74382
H -0.73714 7.67696 -0.44664
H -3.09217 6.63186 -0.17035
H -2.73233 5.23518 1.68310
H -3.19316 5.86874 -2.25131
H -2.15172 2.94132 -0.34264
H -3.58310 1.11865 -0.20486
H -5.68320 1.18731 -1.29884
H -6.31915 3.10758 -2.45247
C 3.12058 1.70712 2.30991
O 2.98467 0.37812 1.86791
C 3.11947 0.24612 0.46588
C 3.64488 -1.11782 0.09228
O 5.03481 -1.25987 0.29489
C 5.55561 -1.41500 1.60927
C 5.33660 -2.76499 2.24909
O 4.03562 -2.88872 2.79110
C 3.65824 -4.23678 2.94254
H 2.32857 2.34870 1.90138
H 3.04568 1.70127 3.39465
H 4.09572 2.12046 2.02703
H 3.79579 1.01201 0.07060
H 2.12427 0.38248 0.01079
H 3.50979 -1.23423 -0.98613
H 3.07484 -1.91034 0.58263
H 5.21282 -0.61365 2.26722
H 6.63182 -1.29528 1.47986
H 6.05517 -2.88216 3.07126
H 5.51808 -3.55248 1.50762
H 3.67439 -4.75991 1.97746
H 2.64576 -4.25326 3.33308
H 4.31537 -4.75589 3.64929
C 0.21632 -3.31500 2.17860
O -0.62201 -4.38965 1.81391
C -1.98636 -4.14916 2.08134
C -2.86939 -4.93243 1.14310
O -2.95402 -4.39021 -0.16700
C -1.83878 -4.56973 -1.03009
C -1.65827 -5.98015 -1.53194
O -1.04183 -6.78499 -0.54801
C -1.30004 -8.15928 -0.73381
H 0.18360 -3.13621 3.25933
H 1.22839 -3.58168 1.89558
H -0.06238 -2.39505 1.64599
H -2.21110 -3.07806 1.98438
H -2.20091 -4.46178 3.11268
H -3.88771 -4.88147 1.53587
H -2.58019 -5.98363 1.11850
H -0.91932 -4.20166 -0.57035
H -2.05360 -3.93916 -1.89606
H -1.01276 -5.96063 -2.42152
H -2.63506 -6.39440 -1.81126
H -2.37677 -8.36495 -0.70666
H -0.82257 -8.69569 0.08179
H -0.88752 -8.51762 -1.68358
```

For the molar mass, the calculation gives 509.70 g mol⁻¹. As for the total charge: +1. Its electronic energy is -2000.64338 Eh.